1.
{"formula": "C4H5N3O", "method": "wB97M-V/def2-TZVPD", "symbols": ["C", "C", "C", "C", "H", "H", "H", "H", "H", "N", "N", "N", "O"], "coordinates": [[-0.597, -0.716, 1.499], [0.665, -0.580, 0.758], [0.189, 1.035, -1.999], [-0.833, 0.531, -0.334], [-1.152, -1.799, 0.896], [-0.481, -0.596, 2.528], [1.681, -1.431, 1.077], [1.080, 0.731, 1.081], [0.600, 1.305, -2.966], [0.188, -0.405, -0.508], [0.996, 0.093, -1.544], [-1.297, 0.475, 0.894], [-1.038, 1.357, -1.382]], "forces_ev_per_angstrom": [[-1.9438, -1.1468, -4.2184], [6.3350, 0.6779, 4.2492], [3.3543, -1.3947, -1.9139], [-1.9315, -2.1060, 5.3384], [1.4163, 2.9646, 2.5840], [-0.4601, -0.4947, 1.6369], [-3.4919, 2.6223, -1.6135], [-0.6008, -3.8078, -0.3572], [-1.3287, 1.4344, -0.1121], [0.2782, 0.3643, -3.1419], [-3.4695, 1.9233, 0.0199], [-0.8688, 0.4786, -2.1607], [2.7113, -1.5153, -0.3109]], "lumo_ha": 0.035, "e_tot_ha": -394.726542, "e_homo_ev": -9.2, "de_lowest_kj_mol": 632.8}


2.
{"formula": "C2H9N3", "method": "wB97M-V/def2-TZVPD", "symbols": ["C", "N", "H", "H", "H", "H", "H", "N", "C", "N", "H", "H", "H", "H"], "coordinates": [[0.164, -0.306, -3.507], [1.559, -0.314, -3.893], [-0.530, 0.010, -4.290], [-0.115, 0.278, -2.620], [-0.087, -1.319, -3.174], [2.001, -1.215, -3.800], [1.816, 0.156, -4.740], [0.320, -0.418, 2.537], [-0.579, 0.499, 3.114], [-1.677, 0.798, 2.577], [-0.159, -0.834, 1.744], [0.466, -1.168, 3.219], [-0.117, 0.968, 3.979], [-2.076, 1.670, 2.930]], "forces_ev_per_angstrom": [[-0.4961, -0.6112, 0.5127], [0.3122, 0.3120, 0.5185], [0.1108, -0.1898, -0.1921], [0.6138, 0.3847, -0.1479], [-0.2992, -0.0121, -0.3447], [-0.0770, 0.1358, -0.1896], [-0.1520, -0.0181, -0.1489], [-1.0952, -0.3266, 0.3542], [1.0208, -0.0180, -0.2203], [-0.3168, 0.4030, -0.7646], [0.1199, -0.0871, -0.1932], [0.5457, 0.0590, 0.0594], [-0.3324, 0.2047, 0.1845], [0.0456, -0.2365, 0.5720]], "spin_multiplicity": 2, "lumo_ha": [0.132, 0.134], "charge": -1, "e_tot_ha": -245.778692, "e_homo_ev": [1.5, -6.0], "s_squared": 0.750, "de_lowest_kj_mol": 64.9}


3.
{"formula": "C4H6BiO2", "method": "wB97M-V/def2-TZVPD", "symbols": ["O", "C", "H", "H", "C", "C", "C", "O", "Bi", "H", "H", "H", "H"], "coordinates": [[1.469, -1.896, -0.707], [0.552, -1.032, -1.357], [2.317, -1.790, -1.150], [-0.285, -1.627, -1.754], [0.206, 0.182, -0.620], [-0.813, 0.145, 0.295], [-0.788, 0.885, 1.623], [-0.286, 2.179, 1.537], [0.206, 2.535, -0.325], [-1.690, -0.511, 0.134], [1.129, -0.223, -2.060], [-0.194, 0.275, 2.344], [-1.822, 0.878, 2.039]], "forces_ev_per_angstrom": [[-0.0004, 0.3621, 0.0813], [1.9935, 2.9311, -3.3214], [-0.1259, -0.1086, 0.1933], [0.2489, 0.4596, -0.1367], [-2.8578, 1.3650, 4.8760], [0.3560, -1.1136, -0.2682], [-1.5466, -0.8438, 0.4218], [-0.3124, -0.0309, 2.0064], [1.8153, 0.3999, -3.0225], [0.7641, -0.4746, 0.4921], [-0.6419, -3.4926, -0.6376], [-0.1635, 0.2442, -0.5275], [0.4706, 0.3022, -0.1570]], "spin_multiplicity": 2, "lumo_ha": [-0.002, -0.023], "e_tot_ha": -520.913112, "e_homo_ev": [-6.8, -8.7], "s_squared": 0.754, "de_lowest_kj_mol": 0.0}


4.
{"formula": "C4H4", "method": "wB97M-V/def2-TZVPD", "symbols": ["C", "C", "C", "C", "H", "H", "H", "H"], "coordinates": [[3.228, 0.098, 0.011], [2.086, -0.067, -0.047], [-1.329, 0.494, 0.046], [-0.457, -0.462, -0.098], [-2.255, 0.131, -0.268], [0.451, -0.168, 0.311], [-0.583, -1.491, -0.456], [-1.141, 1.465, 0.500]], "forces_ev_per_angstrom": [[7.5943, 1.0760, 0.3560], [-7.3527, -0.9882, -0.3705], [-0.1703, -0.1054, -0.0067], [-0.8568, -1.0100, -0.3883], [-2.1372, 0.5742, -0.2928], [3.0706, 0.0195, 0.9736], [-0.0344, 0.7156, 0.0333], [-0.1135, -0.2816, -0.3046]], "lumo_ha": [-0.092, -0.078], "e_tot_ha": -154.439869, "e_homo_ev": [-10.7, -10.9], "de_lowest_kj_mol": 736.7}


5.
{"formula": "C14H29N2O7P2Ta", "method": "wB97M-V/def2-TZVPD", "symbols": ["Ta", "C", "C", "C", "C", "C", "C", "C", "C", "C", "C", "H", "H", "H", "H", "H", "H", "H", "H", "H", "H", "H", "H", "H", "H", "H", "O", "P", "O", "O", "O", "P", "O", "O", "O", "H", "H", "N", "C", "C", "C", "C", "N", "H", "H", "H", "H", "H", "H", "H", "H", "H", "H", "H", "H"], "coordinates": [[-0.238, 0.028, 0.401], [-1.638, 1.513, 1.038], [-1.128, 2.091, -0.217], [-1.962, 1.650, -1.250], [-2.932, 0.734, -0.713], [-2.770, 0.670, 0.662], [-3.599, -0.080, 1.642], [-3.980, 0.053, -1.529], [-1.954, 2.170, -2.640], [-0.212, 3.284, -0.254], [-1.599, 2.274, 2.345], [-4.271, 0.619, 2.148], [-2.985, -0.551, 2.407], [-4.213, -0.844, 1.170], [-4.527, -0.689, -0.952], [-3.559, -0.431, -2.412], [-4.705, 0.785, -1.892], [-2.538, 3.098, -2.639], [-2.432, 1.502, -3.352], [-0.957, 2.437, -2.989], [0.594, 3.209, 0.476], [-0.782, 4.183, -0.011], [0.221, 3.440, -1.243], [-2.289, 3.117, 2.290], [-0.602, 2.656, 2.553], [-1.903, 1.636, 3.172], [0.179, -0.222, 3.601], [1.482, -0.171, 2.713], [2.779, -0.083, 3.328], [1.094, 0.871, 1.602], [1.214, -1.443, 1.651], [0.005, -2.567, 1.755], [0.329, -3.446, 0.477], [-0.174, -3.199, 3.037], [-1.087, -1.577, 1.206], [0.317, -0.489, 4.524], [0.659, -4.334, 0.685], [1.487, 0.464, -1.036], [2.115, -0.491, -2.019], [1.470, -0.471, -3.394], [0.349, -1.480, -3.597], [-0.960, -1.148, -2.914], [-0.921, -1.317, -1.423], [1.355, 1.362, -1.504], [2.221, 0.663, -0.352], [2.083, -1.490, -1.580], [3.165, -0.211, -2.095], [2.252, -0.677, -4.125], [1.119, 0.542, -3.620], [0.684, -2.474, -3.283], [0.141, -1.564, -4.665], [-1.736, -1.813, -3.296], [-1.253, -0.127, -3.134], [-0.488, -2.229, -1.247], [-1.882, -1.473, -1.121]], "forces_ev_per_angstrom": [[-0.7492, -0.8543, -1.3299], [-0.1156, 1.0202, 0.0829], [-0.2371, 0.5929, 0.7558], [0.4374, -0.2210, -0.0536], [-0.0136, -0.2394, -0.0475], [0.2719, -0.2176, 0.1633], [-0.0719, 0.0510, 0.0341], [0.0512, -0.0113, 0.0307], [-0.0232, 0.0321, -0.0286], [0.0580, -0.1106, -0.0816], [0.1617, -0.1747, 0.0165], [-0.0022, 0.0126, -0.0152], [-0.0199, 0.0100, 0.0161], [0.0208, -0.0252, 0.0097], [-0.0113, -0.0086, -0.0026], [-0.0377, 0.0161, -0.0201], [-0.0012, 0.0013, -0.0042], [0.0112, 0.0079, 0.0080], [-0.0219, 0.0263, -0.0146], [0.0082, -0.0293, -0.0092], [-0.0027, 0.0112, -0.0089], [0.0071, 0.0049, 0.0013], [0.0206, 0.0139, 0.0000], [-0.0101, -0.0021, -0.0139], [-0.0161, 0.0077, 0.0278], [0.0249, 0.0145, 0.0287], [0.2477, 0.0610, 0.0150], [0.2953, 0.1805, 0.4377], [0.0413, -0.2867, -0.0521], [-0.7359, 0.3831, -0.1445], [0.1676, -0.1694, -0.3024], [0.0533, -0.2213, 0.1916], [-0.0144, 0.0582, 0.2076], [0.0756, -0.0782, -0.0054], [-0.3238, 0.4744, -0.3578], [-0.0139, -0.0750, 0.0162], [0.0037, -0.0529, -0.0067], [0.0515, 0.1259, 0.1922], [0.0475, -0.0855, 0.0725], [-0.0151, 0.0201, 0.0096], [0.0057, -0.0292, 0.0253], [0.0042, 0.0180, 0.0481], [0.3800, -0.3531, 0.1609], [-0.0440, -0.0629, -0.0573], [-0.0737, 0.0853, 0.0282], [0.0144, 0.0093, 0.0203], [-0.0089, 0.0173, 0.0031], [0.0163, -0.0153, 0.0249], [0.0106, -0.0010, -0.0512], [0.0145, -0.0131, -0.0404], [-0.0305, 0.0171, 0.0035], [-0.0094, 0.0112, 0.0102], [0.0136, 0.0097, -0.0201], [0.0554, 0.0495, 0.0063], [0.0321, -0.0056, 0.0196]], "lumo_ha": -0.278, "charge": 2, "e_tot_ha": -1926.598314, "e_homo_ev": -16.0, "de_lowest_kj_mol": 243.3}


6.
{"formula": "C31H23Cl2GeSSe2TcTe2", "method": "wB97M-V/def2-TZVPD", "symbols": ["Tc", "Se", "Te", "Te", "Se", "Cl", "C", "C", "C", "C", "C", "Cl", "C", "S", "H", "H", "H", "C", "C", "C", "C", "C", "C", "Ge", "C", "C", "C", "C", "C", "C", "C", "C", "C", "C", "C", "C", "H", "H", "H", "H", "H", "H", "H", "H", "H", "H", "H", "H", "H", "H", "H", "C", "C", "C", "C", "C", "C", "C", "H", "H", "H", "H", "H"], "coordinates": [[-1.170, 0.184, 1.584], [0.046, 1.376, 3.236], [-0.289, 3.811, 3.460], [-3.040, -0.046, 5.294], [-3.338, 0.125, 2.872], [-0.564, -1.862, 2.746], [-1.857, -3.008, 2.416], [-2.068, -4.021, 3.325], [-3.039, -4.975, 3.060], [-3.750, -4.901, 1.873], [-3.506, -3.874, 0.974], [-4.421, -3.866, -0.509], [-2.572, -2.848, 1.215], [-2.286, -1.524, 0.125], [-1.479, -4.059, 4.233], [-3.243, -5.764, 3.774], [-4.507, -5.637, 1.636], [4.918, -2.075, 1.985], [4.952, -0.755, 1.553], [3.813, -0.163, 1.014], [2.610, -0.868, 0.892], [2.602, -2.200, 1.327], [3.738, -2.800, 1.865], [0.950, -0.041, 0.163], [0.721, -1.037, -1.561], [1.504, -2.118, -1.971], [1.273, -2.768, -3.184], [0.251, -2.341, -4.021], [-0.538, -1.260, -3.638], [-0.304, -0.624, -2.425], [1.609, 1.721, -0.540], [1.937, 2.737, 0.373], [2.261, 4.025, -0.045], [2.283, 4.332, -1.401], [1.980, 3.340, -2.326], [1.646, 2.056, -1.899], [5.803, -2.536, 2.410], [5.868, -0.181, 1.641], [3.859, 0.866, 0.678], [1.696, -2.788, 1.235], [3.698, -3.832, 2.197], [2.312, -2.462, -1.334], [1.894, -3.607, -3.476], [0.065, -2.849, -4.961], [-1.346, -0.925, -4.279], [-0.939, 0.208, -2.132], [1.916, 2.528, 1.438], [2.462, 4.787, 0.699], [2.526, 5.335, -1.735], [1.996, 3.567, -3.387], [1.405, 1.307, -2.642], [-1.655, 1.564, 0.643], [-2.112, 2.610, -0.239], [-1.318, 3.724, -0.516], [-1.744, 4.655, -1.451], [-2.960, 4.491, -2.106], [-3.762, 3.393, -1.814], [-3.344, 2.452, -0.882], [-0.380, 3.842, 0.013], [-1.119, 5.512, -1.671], [-3.284, 5.217, -2.842], [-4.715, 3.266, -2.315], [-3.948, 1.585, -0.644]], "forces_ev_per_angstrom": [[-1.0450, 2.3532, -2.9669], [0.8418, 0.3012, 1.1181], [-0.0850, 0.1110, -0.0526], [-0.0053, -0.0455, -0.0216], [-0.5978, -0.0477, 0.3960], [0.3538, -1.5024, 0.9760], [-0.0320, 0.1035, -0.1813], [0.1069, 0.0506, 0.0722], [-0.0303, -0.0386, -0.0208], [-0.0006, 0.0634, -0.0829], [0.0564, 0.0062, 0.1262], [-0.0125, 0.0188, 0.0105], [0.0997, 0.1169, -0.0502], [-0.1296, -0.3200, 0.1776], [-0.0270, 0.0549, -0.0073], [0.0222, 0.0236, -0.0353], [0.0152, 0.0296, -0.0177], [-0.0916, -0.0025, -0.0348], [-0.0993, -0.0219, -0.0165], [-0.0540, -0.1366, 0.0267], [0.1205, -0.0854, 0.1159], [0.1864, 0.0523, 0.0016], [-0.0303, 0.1401, -0.0559], [-0.0815, 0.1744, -0.3697], [-0.0765, -0.0109, -0.1366], [-0.0915, 0.0981, -0.0660], [-0.0236, 0.1112, 0.0981], [-0.0238, 0.0619, 0.0522], [0.0886, -0.0007, 0.1039], [0.0832, -0.1648, 0.0293], [0.0407, 0.2152, 0.0790], [0.0825, -0.0707, -0.1391], [0.0038, -0.1556, 0.0007], [-0.0241, -0.0557, 0.0240], [-0.0105, -0.0906, 0.0942], [0.0644, 0.0998, 0.1792], [-0.0090, 0.0102, -0.0032], [-0.0049, 0.0100, -0.0052], [0.0140, -0.0057, 0.0254], [-0.0399, 0.0102, 0.0189], [-0.0061, -0.0042, -0.0063], [0.0083, -0.0145, -0.0142], [0.0101, -0.0179, 0.0162], [0.0061, 0.0100, 0.0147], [0.0065, 0.0067, 0.0116], [-0.0185, -0.0264, -0.0026], [-0.0596, 0.0463, -0.0613], [0.0289, -0.0157, -0.0165], [-0.0043, -0.0102, 0.0119], [-0.0187, -0.0059, -0.0032], [-0.0133, -0.0380, -0.0379], [0.5019, -1.2254, 0.5946], [0.0235, -0.1657, -0.0021], [0.0488, 0.0574, 0.0180], [-0.0139, -0.0215, 0.0456], [-0.0075, -0.0746, 0.0561], [0.0493, -0.0506, 0.1001], [-0.0426, 0.0778, -0.0885], [-0.0809, 0.0184, -0.0819], [0.0063, -0.0119, 0.0042], [0.0064, 0.0069, 0.0097], [0.0062, -0.0021, 0.0001], [0.0087, 0.0001, -0.0303]], "spin_multiplicity": 3, "lumo_ha": [0.153, 0.147], "charge": -2, "e_tot_ha": -10010.393929, "e_homo_ev": [-1.1, -1.4], "s_squared": 2.018, "de_lowest_kj_mol": 84.4}


7.
{"formula": "C3H10NO2", "method": "wB97M-V/def2-TZVPD", "symbols": ["C", "O", "C", "C", "N", "H", "H", "H", "H", "H", "H", "H", "H", "H", "H", "O"], "coordinates": [[-0.613, -0.518, 0.387], [0.447, -1.401, 0.380], [-0.818, 0.259, -0.973], [-1.308, 1.658, -0.652], [0.450, 0.145, -1.769], [-0.622, 0.139, 1.312], [-1.500, -1.191, 0.595], [-1.760, -0.251, -1.259], [-0.483, 2.333, -0.396], [-1.737, 2.129, -1.568], [-1.961, 1.732, 0.224], [1.232, 0.320, -1.063], [0.602, -0.833, -1.968], [1.201, -0.767, 1.256], [1.544, -0.451, 2.977], [1.676, -0.166, 2.090]], "forces_ev_per_angstrom": [[-0.9134, -1.3623, 1.2784], [0.9912, 0.5622, 0.3782], [-0.0468, -0.7722, 2.3373], [0.6723, 0.9977, -1.2452], [-0.1420, 1.1218, 0.6989], [0.3851, 0.0278, -1.1073], [-0.2374, 0.7882, -0.4664], [1.0078, -0.0016, -1.6021], [0.2501, -0.1208, 0.1654], [-0.2510, -0.1070, 0.6476], [-0.3080, -0.2333, -0.3358], [-1.5326, -0.2090, -1.0882], [-0.2054, -0.3045, 0.1679], [-0.2950, -0.5829, 0.5506], [-0.4433, -0.6383, 0.6403], [1.0684, 0.8343, -1.0196]], "spin_multiplicity": 2, "lumo_ha": [0.260, 0.254], "charge": -2, "e_tot_ha": -325.346784, "e_homo_ev": [4.6, -0.6], "s_squared": 0.751, "de_lowest_kj_mol": 101.8}